No. 1
{
  "formula": "C2H8NS",
  "method": "ωB97M-V with the def2-TZVPD basis set",
  "e_tot_ev": -14520.9885,
  "charge": 1,
  "de_lowest_ev": 1.1850,
  "multiplicity": 1,
  "smiles": "[NH3+]CCS",
  "max_force_ev_per_a": 5.6,
  "symbols": ["N", "C", "C", "S", "H", "H", "H", "H", "H", "H", "H", "H"],
  "positions_angstrom": [[0.191, 0.011, -1.556], [-0.684, 0.154, -0.292], [-0.046, -0.491, 1.046], [1.324, 0.374, 1.838], [0.115, 0.625, -2.306], [0.099, -0.783, -2.044], [1.284, 0.153, -1.457], [-0.887, 1.272, -0.166], [-1.627, -0.210, -0.491], [0.266, -1.600, 0.920], [-0.849, -0.642, 1.704], [0.813, 1.135, 2.803]],
  "forces_ev_per_angstrom": [[3.86, 2.57, 3.21], [2.58, 2.36, 1.63], [0.34, -1.04, -1.97], [0.96, -0.34, -0.73], [-1.45, 2.59, -1.32], [-0.63, -4.74, -1.51], [-2.40, -0.65, 0.92], [0.81, -1.47, -0.02], [-1.83, -1.46, -0.75], [-0.14, 1.88, -0.37], [-1.29, 0.29, 0.99], [-0.79, 0.01, -0.08]],
  "nbo_charge": [-0.667, -0.223, -0.580, -0.006, 0.435, 0.421, 0.457, 0.247, 0.234, 0.258, 0.261, 0.163]
}

***

No. 2
{
  "formula": "C40H41AsClIN2O2PPd",
  "method": "ωB97M-V with the def2-TZVPD basis set",
  "e_tot_ev": -143447.7053,
  "charge": 1,
  "de_lowest_ev": 0.0000,
  "multiplicity": 1,
  "max_force_ev_per_a": 0.3,
  "symbols": ["Pd", "Cl", "C", "C", "C", "C", "C", "C", "P", "C", "C", "C", "C", "C", "C", "C", "C", "C", "C", "C", "C", "H", "H", "H", "H", "H", "H", "H", "H", "H", "H", "H", "H", "H", "H", "I", "C", "C", "C", "C", "C", "C", "C", "O", "O", "H", "H", "H", "H", "C", "As", "C", "C", "C", "C", "C", "C", "C", "C", "H", "H", "H", "H", "H", "H", "H", "H", "H", "H", "H", "H", "H", "N", "C", "N", "C", "C", "C", "C", "C", "H", "H", "H", "H", "H", "H", "H", "H", "H", "H"],
  "positions_angstrom": [[-0.015, 0.143, -0.483], [2.918, 1.297, -0.895], [3.530, 0.937, 0.691], [4.875, 1.217, 0.901], [5.437, 1.014, 2.147], [4.655, 0.547, 3.196], [3.319, 0.275, 2.979], [2.728, 0.440, 1.719], [0.966, 0.031, 1.564], [0.215, 0.943, 2.957], [-0.979, 0.507, 3.530], [-1.553, 1.214, 4.577], [-0.945, 2.362, 5.061], [0.241, 2.806, 4.493], [0.818, 2.102, 3.448], [0.771, -1.723, 2.036], [-0.488, -2.295, 1.838], [-0.732, -3.607, 2.207], [0.288, -4.374, 2.757], [1.552, -3.827, 2.916], [1.795, -2.506, 2.558], [5.466, 1.603, 0.082], [6.484, 1.235, 2.302], [5.084, 0.404, 4.178], [2.708, -0.065, 3.806], [-1.460, -0.396, 3.180], [-2.474, 0.857, 5.019], [-1.390, 2.907, 5.884], [0.723, 3.701, 4.867], [1.744, 2.460, 3.016], [-1.279, -1.719, 1.370], [-1.716, -4.033, 2.058], [0.100, -5.399, 3.047], [2.356, -4.425, 3.323], [2.792, -2.107, 2.676], [2.533, 2.373, -7.171], [1.300, 1.342, -5.843], [-0.070, 1.305, -6.060], [-0.888, 0.626, -5.169], [-0.345, -0.003, -4.055], [1.030, 0.023, -3.861], [1.857, 0.689, -4.754], [-1.257, -0.674, -3.061], [-1.770, -1.748, -3.313], [-1.446, -0.017, -1.946], [-0.499, 1.800, -6.921], [-1.956, 0.584, -5.343], [1.464, -0.500, -3.017], [2.929, 0.695, -4.603], [-0.833, 3.047, -2.234], [-0.830, 2.348, -0.437], [0.051, 3.784, 0.503], [-2.701, 2.379, 0.134], [-3.116, 3.749, 0.577], [-2.944, 4.137, 1.904], [-3.267, 5.421, 2.311], [-3.765, 6.337, 1.394], [-3.946, 5.958, 0.072], [-3.624, 4.670, -0.334], [-1.190, 4.076, -2.204], [-1.477, 2.429, -2.851], [0.180, 3.019, -2.634], [-0.379, 4.720, 0.147], [1.114, 3.752, 0.265], [-0.098, 3.712, 1.574], [-2.803, 1.640, 0.927], [-3.266, 2.027, -0.730], [-2.554, 3.424, 2.622], [-3.135, 5.708, 3.346], [-4.020, 7.340, 1.710], [-4.346, 6.663, -0.644], [-3.779, 4.375, -1.366], [0.769, -1.719, -1.059], [0.587, -2.820, -1.372], [0.395, -4.055, -1.713], [0.982, -5.141, -0.911], [-0.025, -6.271, -0.780], [-0.535, -6.711, -2.151], [-1.134, -5.531, -2.912], [-0.132, -4.398, -3.052], [1.262, -4.732, 0.059], [1.889, -5.491, -1.415], [-0.864, -5.929, -0.165], [0.448, -7.103, -0.255], [-1.275, -7.503, -2.038], [0.295, -7.134, -2.727], [-2.019, -5.157, -2.390], [-1.454, -5.835, -3.909], [-0.588, -3.504, -3.473], [0.713, -4.702, -3.678]],
  "forces_ev_per_angstrom": [[-0.09, -0.12, 0.05], [-0.04, -0.06, -0.07], [0.01, 0.04, 0.03], [-0.01, -0.01, 0.02], [0.01, 0.01, 0.00], [-0.01, 0.00, 0.02], [0.02, -0.03, -0.01], [-0.01, 0.00, 0.02], [0.08, 0.04, -0.22], [0.05, 0.11, -0.05], [-0.05, 0.00, -0.01], [-0.02, -0.03, -0.03], [0.03, 0.03, 0.00], [-0.05, 0.01, 0.01], [-0.04, 0.03, -0.08], [0.04, 0.01, -0.01], [-0.01, 0.01, 0.00], [0.00, -0.01, -0.01], [0.00, -0.01, -0.01], [-0.01, 0.01, -0.01], [0.00, -0.02, -0.02], [0.00, 0.00, 0.00], [0.00, 0.00, 0.00], [0.00, 0.00, 0.00], [0.00, -0.01, 0.00], [0.00, 0.02, 0.01], [0.00, 0.00, 0.00], [0.00, 0.00, 0.00], [0.01, 0.00, 0.00], [0.00, 0.01, 0.01], [-0.01, -0.02, -0.01], [0.00, 0.00, 0.00], [0.00, 0.00, 0.00], [0.00, 0.00, 0.00], [0.01, 0.01, 0.00], [0.01, 0.00, -0.01], [-0.01, 0.00, 0.00], [0.01, 0.01, -0.01], [0.01, -0.01, -0.01], [-0.10, 0.10, -0.06], [0.07, 0.00, 0.04], [-0.02, 0.00, 0.00], [0.29, -0.11, 0.15], [-0.15, 0.09, -0.03], [-0.02, 0.10, -0.05], [0.00, 0.00, 0.00], [0.00, 0.00, 0.00], [0.04, 0.08, -0.02], [0.00, 0.00, 0.00], [0.01, -0.03, 0.02], [-0.16, -0.03, 0.08], [0.07, -0.05, 0.03], [0.04, 0.02, -0.03], [0.02, -0.01, 0.01], [-0.01, 0.00, -0.01], [-0.01, 0.01, 0.00], [0.00, 0.00, 0.01], [0.00, -0.01, -0.01], [0.01, 0.02, -0.01], [0.00, -0.01, 0.00], [0.00, -0.02, -0.02], [0.00, -0.01, 0.00], [0.00, 0.00, 0.01], [0.00, 0.00, 0.01], [0.01, -0.03, 0.07], [0.02, 0.02, 0.03], [0.01, -0.04, 0.01], [0.00, -0.02, 0.02], [0.00, 0.00, 0.00], [0.00, 0.00, 0.00], [0.00, 0.00, 0.00], [0.00, 0.00, 0.00], [-0.04, 0.08, 0.21], [-0.12, -0.16, -0.03], [0.09, 0.06, -0.01], [-0.02, 0.00, 0.00], [0.00, -0.01, 0.01], [0.00, 0.00, -0.01], [-0.01, 0.01, 0.00], [0.02, -0.02, -0.03], [0.01, 0.00, 0.02], [-0.01, 0.00, 0.00], [0.00, 0.00, 0.00], [0.00, 0.00, 0.00], [0.00, 0.00, 0.00], [0.00, 0.00, 0.00], [0.00, 0.01, 0.00], [0.00, 0.00, 0.00], [0.01, -0.06, 0.01], [0.01, -0.02, 0.02]],
  "mulliken_charge": [0.903, -0.123, 0.369, -0.628, -0.616, -0.978, -0.605, -0.242, 2.150, 0.955, -0.738, -0.675, -0.718, -0.575, -0.672, 0.975, -0.579, -0.928, -0.775, -0.795, -0.805, 0.512, 0.418, 0.445, 0.681, 0.362, 0.457, 0.425, 0.447, 0.517, 0.488, 0.481, 0.423, 0.441, 0.398, 0.113, -0.120, -0.585, -0.045, 0.401, 0.109, -0.787, -0.539, -0.687, -0.916, 0.404, 0.507, 0.486, 0.435, -1.313, 1.101, -1.170, -1.344, 0.174, 0.101, -0.713, -0.455, -0.734, -0.270, 0.539, 0.306, 0.406, 0.518, 0.418, 0.199, 0.486, 0.561, 0.358, 0.423, 0.400, 0.405, 0.463, -0.608, 0.202, 0.286, -0.556, -0.432, -0.840, -0.643, -0.405, 0.173, 0.334, 0.215, 0.373, 0.363, 0.336, 0.277, 0.382, 0.233, 0.278]
}

***

No. 3
{
  "formula": "Cl5HSSi2",
  "method": "ωB97M-V with the def2-TZVPD basis set",
  "e_tot_ev": -89222.1551,
  "de_lowest_ev": 1.0572,
  "multiplicity": 3,
  "max_force_ev_per_a": 3.3,
  "symbols": ["Si", "Si", "S", "Cl", "Cl", "Cl", "Cl", "Cl", "H"],
  "positions_angstrom": [[-0.321, -1.609, -0.160], [-0.798, 0.676, -0.009], [-0.563, -2.932, 1.323], [0.254, -2.317, -2.029], [2.927, 0.798, 0.230], [0.090, 1.896, -1.244], [-0.600, 1.301, 1.925], [-2.796, 0.778, -0.276], [1.808, 1.410, 0.240]],
  "forces_ev_per_angstrom": [[0.64, 2.31, -2.24], [-1.05, -2.35, 1.51], [-0.21, -1.41, 1.47], [-0.16, 0.06, 0.67], [0.39, -0.18, 0.12], [0.70, 1.11, -1.40], [0.39, 0.02, 0.15], [-0.84, 0.29, -0.37], [0.14, 0.14, 0.09]],
  "lowdin_spin": [0.643, 0.127, 0.992, 0.137, 0.020, 0.014, 0.015, 0.051, 0.002]
}

***

No. 4
{
  "formula": "C6H10",
  "method": "ωB97M-V with the def2-TZVPD basis set",
  "e_tot_ev": -6380.6930,
  "de_lowest_ev": 3.1665,
  "multiplicity": 1,
  "smiles": "C=C[C@H]1C[C@@H]1C",
  "max_force_ev_per_a": 1.3,
  "symbols": ["C", "C", "C", "C", "C", "C", "H", "H", "H", "H", "H", "H", "H", "H", "H", "H"],
  "positions_angstrom": [[-0.872, -1.772, -0.381], [-1.538, -0.613, -0.450], [-0.906, 0.645, -0.094], [-0.281, 1.169, 1.156], [0.691, 0.240, 0.586], [1.737, 0.366, -0.474], [0.204, -1.794, -0.252], [-1.367, -2.725, -0.474], [-2.523, -0.592, -0.928], [-1.214, 1.482, -0.758], [-0.031, 2.217, 1.045], [-0.715, 0.885, 2.106], [0.872, -0.628, 1.249], [2.762, 0.157, -0.142], [1.677, 1.347, -0.941], [1.503, -0.385, -1.247]],
  "forces_ev_per_angstrom": [[-0.25, -0.31, -0.11], [0.02, -0.32, 0.35], [0.60, -0.42, -0.07], [0.02, 0.40, 0.46], [-0.35, 0.26, -0.38], [0.05, 0.30, -0.16], [-0.39, -0.18, 0.26], [-0.13, -0.14, -0.42], [-0.02, 0.00, 0.51], [1.18, -0.61, -0.08], [-0.32, 0.23, 0.21], [0.17, 0.10, 0.24], [-0.83, 0.16, -0.89], [-0.18, 0.20, 0.14], [0.23, 0.07, -0.14], [0.20, 0.26, 0.07]],
  "nbo_charge": [-0.421, -0.196, -0.275, -0.418, -0.158, -0.624, 0.190, 0.193, 0.202, 0.220, 0.218, 0.219, 0.217, 0.208, 0.212, 0.213]
}

***

No. 5
{
  "formula": "C16H25NO3ReSbSe4",
  "method": "ωB97M-V with the def2-TZVPD basis set",
  "e_tot_ev": -294666.9365,
  "charge": 2,
  "de_lowest_ev": 0.1626,
  "multiplicity": 1,
  "max_force_ev_per_a": 0.5,
  "symbols": ["Re", "C", "C", "C", "O", "C", "O", "O", "H", "H", "H", "H", "H", "H", "H", "Se", "Sb", "Se", "Se", "Se", "C", "C", "C", "C", "C", "C", "C", "C", "N", "C", "C", "C", "C", "H", "H", "H", "H", "H", "H", "H", "H", "H", "H", "H", "H", "H", "H", "H", "H", "H", "H"],
  "positions_angstrom": [[1.563, -0.015, -0.135], [0.485, 3.827, 1.337], [0.996, 3.010, 0.176], [1.883, 3.772, -0.785], [1.802, 1.859, 0.721], [-0.137, 2.323, -0.573], [-1.132, 2.858, -0.922], [0.108, 1.002, -0.865], [1.307, 4.324, 1.855], [-0.087, 3.215, 2.037], [-0.185, 4.591, 0.944], [2.722, 4.217, -0.253], [1.293, 4.567, -1.241], [2.259, 3.128, -1.581], [1.932, 1.964, 1.672], [5.737, -0.973, -4.338], [4.837, -1.748, -2.389], [3.540, 0.301, -1.285], [1.932, -2.299, 0.296], [4.659, -3.555, -0.937], [-0.199, 0.721, 3.934], [-0.823, 0.161, 2.689], [-2.172, 0.310, 2.435], [-2.787, -0.315, 1.348], [-4.260, -0.183, 1.115], [-2.021, -1.062, 0.454], [-0.660, -1.196, 0.660], [-0.055, -0.616, 1.801], [0.263, -1.635, -0.375], [-0.203, -2.300, -1.700], [1.013, -2.522, -2.603], [-1.160, -1.382, -2.478], [-0.818, -3.653, -1.345], [-0.960, 1.019, 4.651], [0.403, 1.607, 3.716], [0.450, -0.012, 4.412], [-2.782, 0.874, 3.130], [-4.738, 0.402, 1.897], [-4.732, -1.166, 1.081], [-4.448, 0.305, 0.157], [-2.513, -1.496, -0.395], [0.898, -0.951, 2.177], [1.470, -1.576, -2.904], [0.658, -3.024, -3.501], [1.754, -3.182, -2.154], [-0.853, -0.341, -2.426], [-2.195, -1.454, -2.167], [-1.130, -1.689, -3.522], [-0.060, -4.341, -0.966], [-1.241, -4.089, -2.249], [-1.614, -3.583, -0.606]],
  "forces_ev_per_angstrom": [[-0.02, -0.13, -0.04], [-0.02, 0.02, -0.03], [0.18, -0.26, 0.08], [-0.07, 0.07, -0.05], [-0.10, 0.46, -0.09], [0.07, -0.23, 0.03], [-0.09, 0.09, -0.04], [0.09, 0.26, 0.07], [0.00, 0.00, -0.01], [-0.02, 0.00, -0.02], [0.01, 0.02, 0.03], [0.00, 0.00, 0.01], [0.02, 0.00, -0.01], [-0.02, 0.01, 0.00], [0.01, -0.11, 0.05], [0.08, 0.05, -0.13], [-0.14, -0.14, 0.17], [0.04, 0.22, 0.07], [0.24, -0.24, -0.04], [0.03, 0.06, 0.01], [0.00, -0.01, -0.01], [-0.29, 0.04, 0.04], [0.17, 0.10, 0.17], [-0.01, -0.17, -0.20], [-0.01, 0.02, 0.03], [-0.02, 0.12, 0.15], [0.15, -0.10, -0.23], [0.17, 0.13, -0.06], [-0.30, -0.24, -0.07], [-0.14, 0.02, -0.09], [-0.11, -0.02, 0.18], [0.05, -0.01, 0.04], [0.04, 0.06, 0.02], [0.01, 0.01, 0.01], [0.02, 0.00, 0.01], [0.02, 0.00, 0.00], [-0.01, 0.01, -0.02], [-0.01, 0.00, 0.00], [0.01, 0.00, -0.01], [0.00, 0.00, 0.00], [0.01, -0.05, -0.01], [-0.03, -0.09, 0.09], [0.00, -0.01, 0.01], [-0.02, 0.03, -0.04], [0.07, -0.01, -0.02], [0.00, -0.01, -0.02], [-0.02, -0.03, -0.03], [0.00, -0.01, -0.01], [0.00, 0.00, 0.00], [0.00, -0.02, 0.00], [-0.03, 0.06, 0.00]],
  "nbo_charge": [0.891, -0.652, 0.161, -0.631, -0.700, 0.756, -0.467, -0.701, 0.242, 0.226, 0.283, 0.244, 0.265, 0.227, 0.535, -0.169, 1.013, -0.036, 0.579, -0.298, -0.644, 0.058, -0.159, 0.115, -0.655, -0.293, 0.271, -0.432, -0.570, 0.150, -0.650, -0.638, -0.642, 0.253, 0.212, 0.243, 0.233, 0.241, 0.251, 0.252, 0.244, 0.272, 0.216, 0.263, 0.222, 0.246, 0.221, 0.246, 0.223, 0.255, 0.229]
}

***

No. 6
{
  "formula": "C8H13N3O6",
  "method": "ωB97M-V with the def2-TZVPD basis set",
  "e_tot_ev": -25261.6127,
  "de_lowest_ev": 2.8828,
  "multiplicity": 1,
  "smiles": "NC(=O)C[C@H](NC(=O)[C@@H](N)CC(=O)O)C(=O)O",
  "max_force_ev_per_a": 4.4,
  "symbols": ["N", "C", "O", "C", "C", "N", "C", "O", "C", "N", "C", "C", "O", "O", "C", "O", "O", "H", "H", "H", "H", "H", "H", "H", "H", "H", "H", "H", "H", "H"],
  "positions_angstrom": [[-1.674, -0.993, 2.338], [-0.282, -0.992, 2.424], [0.248, -0.376, 3.383], [0.434, -1.832, 1.414], [1.641, -1.257, 0.808], [1.363, 0.110, 0.373], [0.420, 0.368, -0.515], [-0.107, -0.613, -1.113], [0.075, 1.771, -1.128], [1.452, 2.154, -1.876], [-1.286, 1.700, -1.922], [-2.343, 1.261, -0.906], [-3.129, 0.391, -1.185], [-2.474, 1.944, 0.295], [2.290, -2.177, -0.240], [3.415, -2.563, -0.060], [1.582, -2.281, -1.385], [-2.294, -0.996, 1.607], [-2.218, -0.755, 3.166], [0.946, -2.706, 1.919], [-0.206, -2.156, 0.503], [2.352, -1.223, 1.592], [1.714, 0.938, 0.817], [-0.090, 2.474, -0.346], [1.387, 2.523, -2.819], [1.976, 1.288, -1.858], [-1.147, 1.280, -2.902], [-1.596, 2.805, -2.074], [-3.238, 1.515, 0.773], [0.787, -1.602, -1.086]],
  "forces_ev_per_angstrom": [[1.06, 0.17, 2.83], [-0.89, 1.75, 2.48], [-0.64, -1.89, -2.58], [-0.80, -2.61, -1.34], [0.68, 1.16, 0.60], [-0.07, 1.58, -0.62], [-1.04, -0.85, -2.55], [-0.55, 1.47, 0.65], [2.00, -0.50, -0.92], [-2.31, -0.71, 1.81], [1.26, 3.49, 2.31], [-1.55, -1.16, -0.91], [0.13, 0.12, 0.43], [0.23, -0.67, -0.75], [0.58, 0.88, -1.84], [-0.40, -0.54, 0.04], [0.16, 0.50, 2.58], [-0.65, -0.70, -2.86], [1.00, 0.29, 0.04], [-1.56, 0.34, -0.18], [0.40, 0.13, 2.28], [0.99, 0.63, 0.56], [0.67, -0.17, 0.58], [0.23, 0.71, 0.62], [-0.47, -0.28, 0.15], [0.25, 0.19, -0.57], [-0.77, -1.01, 0.11], [0.70, -1.43, -0.03], [1.01, 0.50, -0.86], [0.31, -1.38, -2.06]],
  "nbo_charge": [-0.836, 0.671, -0.602, -0.529, -0.179, -0.568, 0.677, -0.662, -0.100, -0.832, -0.504, 0.788, -0.574, -0.703, 0.765, -0.567, -0.686, 0.397, 0.397, 0.271, 0.252, 0.255, 0.431, 0.212, 0.378, 0.366, 0.265, 0.240, 0.505, 0.473]
}